No. 1
DFT (ωB97M-V with the def2-TZVPD basis set) results for 4 unconnected molecules or ions with the total composition C31H61F9N7OS.

CARTESIAN COORDINATES (ANGSTROEM)
N -3.15879 2.73666 -2.70267
N -3.99246 1.96743 -1.89398
C -3.55325 0.96169 -1.11141
N -2.15381 0.58979 -0.99040
C -1.45516 1.27581 0.15118
C -0.20974 2.10963 -0.43804
C 0.14551 3.43813 0.42752
F -0.42557 3.42060 1.72721
F 1.56932 3.32409 0.66034
C -0.03398 4.80766 -0.37330
F 0.87811 5.74228 0.22110
F 0.36523 4.73979 -1.74092
S -1.71870 5.60446 -0.31836
F -1.89578 5.41458 -1.99844
F -0.98061 7.08562 -0.67903
F -1.61638 5.99707 1.29121
F -2.53409 4.17287 -0.05300
F -3.20446 6.37465 -0.34382
N -4.60458 0.23421 -0.36390
C -5.59256 -0.36277 -1.31457
C -6.97659 0.42466 -1.43686
O -7.81588 -0.00576 -2.28310
C -7.38016 1.73262 -0.63287
C -7.55322 3.09000 -1.39868
C -7.92780 4.39435 -0.64215
C -8.13295 4.36789 0.91431
C -7.95474 3.02513 1.65725
C -7.57128 1.71711 0.91339
H -2.25037 2.92932 -2.25884
H -2.92883 2.16274 -3.54278
H -5.00473 2.22045 -1.93085
H -1.64825 0.67413 -1.88206
H -2.14865 1.86416 0.83584
H -0.99808 0.44000 0.80749
H -0.31391 2.35187 -1.56541
H 0.69728 1.39399 -0.38996
H -5.03861 0.83182 0.35510
H -5.09910 -0.33537 -2.36098
H -5.83364 -1.46317 -1.12144
H -7.39311 3.18243 -2.52757
H -8.07157 5.39972 -1.15543
H -8.43263 5.29348 1.50873
H -8.11337 2.94668 2.78606
H -7.41476 0.70231 1.43604
C -1.84023 -6.82382 0.91068
C -2.18177 -5.44618 0.35601
N -1.54134 -4.33800 1.05953
C -2.05647 -3.03348 0.65654
C -1.81478 -2.58599 -0.78540
C -0.08704 -4.41445 1.19031
C 0.72923 -4.47797 -0.09976
H -2.12363 -6.90879 1.96291
H -2.38536 -7.58990 0.35275
H -0.77641 -7.05388 0.81493
H -3.26856 -5.32980 0.43812
H -1.94634 -5.43423 -0.71486
H -1.66241 -2.26453 1.33238
H -3.13945 -3.02815 0.83291
H -0.78883 -2.24658 -0.93739
H -2.46175 -1.73807 -1.01854
H -2.03562 -3.37000 -1.51285
H 0.16071 -5.29150 1.79558
H 0.26776 -3.56932 1.79084
H 0.28448 -5.13849 -0.84705
H 1.73202 -4.86181 0.11695
H 0.86136 -3.49050 -0.54326
C 2.27379 -7.86161 2.79831
C 3.32649 -6.76674 2.93078
N 3.02920 -5.75864 3.94796
C 3.93370 -4.61180 3.89592
C 5.40993 -4.85421 4.20886
C 2.74943 -6.26272 5.29149
C 3.84291 -7.08078 5.97653
H 1.29433 -7.44262 2.55104
H 2.55704 -8.54909 1.99652
H 2.18047 -8.45501 3.71079
H 3.39154 -6.27047 1.95551
H 4.29947 -7.24008 3.10624
H 3.55954 -3.82565 4.56212
H 3.87026 -4.17634 2.89065
H 5.58400 -4.96424 5.27949
H 6.00040 -3.99268 3.88354
H 5.81069 -5.73151 3.69713
H 1.84150 -6.87245 5.24912
H 2.47627 -5.42400 5.94146
H 4.32835 -7.78551 5.29822
H 3.40856 -7.66504 6.79498
H 4.60722 -6.44217 6.41928
C 6.18230 3.74581 -5.03681
C 5.02905 4.12121 -4.11401
N 5.43300 4.82596 -2.90104
C 4.34520 4.97234 -1.93718
C 3.14820 5.83417 -2.33891
C 6.25145 6.02180 -3.09500
C 5.65342 7.15484 -3.92750
H 6.90778 3.10808 -4.52518
H 5.79830 3.19358 -5.89898
H 6.70155 4.62503 -5.42505
H 4.53416 3.18645 -3.82562
H 4.29589 4.69795 -4.69059
H 4.74848 5.35312 -0.99179
H 3.97116 3.96935 -1.69446
H 3.37462 6.89851 -2.27017
H 2.31916 5.64819 -1.65699
H 2.79142 5.61653 -3.34820
H 7.19757 5.72123 -3.55539
H 6.54613 6.41919 -2.11749
H 5.12635 6.79333 -4.81300
H 6.45224 7.81922 -4.27415
H 4.96856 7.76811 -3.34172

net charge = +1
multiplicity = 1
E_LUMO = -4.6 eV

No. 2
DFT (ωB97M-V with the def2-TZVPD basis set) results for C7H14N2S2 in the gas phase.

CARTESIAN COORDINATES (ANGSTROEM)
C -0.52626 1.04806 -2.71757
C -0.54736 0.10681 -1.51295
N 0.86424 0.00959 -1.25121
C 1.60511 1.17795 -1.21133
S 0.82764 2.36903 0.10104
C 0.29523 1.21578 1.36393
S -0.30224 1.84732 2.81167
N 0.21138 -0.12066 1.10499
C -0.16885 -1.04593 2.31659
C -1.57306 -1.48875 1.99058
C 0.88680 -0.78622 -0.11796
H -1.45019 1.33726 -3.19660
H 0.26028 1.94162 -2.66843
H 0.17236 0.28421 -3.12996
H -0.95596 -0.93580 -1.58128
H -1.17853 0.55287 -0.64862
H 2.64966 0.89893 -1.02865
H 1.51003 1.82223 -2.18060
H 0.60976 -1.79679 2.30652
H 0.03690 -0.57698 3.30854
H -2.05906 -1.91704 3.05423
H -2.10297 -0.48364 1.63898
H -1.55888 -2.55937 1.27808
H 1.95928 -1.07299 0.25337
H 0.53469 -1.82749 -0.28336

multiplicity = 1
SMILES = CCN1CSC(=S)N(CC)C1
E_LUMO = 0.5 eV
relative energy (zero: lowest compared OMol25 entry of this formula, charge and spin) = 435.0 kJ/mol

No. 3
DFT (ωB97M-V with the def2-TZVPD basis set) results for 2 unconnected molecules or ions with the total composition C2H6N2O3.

CARTESIAN COORDINATES (ANGSTROEM)
N -0.06874 -1.40517 1.01814
C -1.11245 -0.53628 1.19755
O -1.79886 -0.61616 2.19658
N -1.30600 0.40930 0.16351
C -0.54913 0.66492 -0.97264
O 0.32872 -0.03246 -1.41762
H -0.17172 -2.16870 1.66597
H 0.42918 -1.38272 0.13624
H -1.72127 1.19346 0.66237
H -0.91608 1.56640 -1.48503
O 3.39859 1.41481 -1.80572
H 2.95020 1.07987 -1.01087
H 3.53144 0.58705 -2.28591

multiplicity = 1
SMILES = NC(=O)NC=O.O
E_LUMO = 0.5 eV
relative energy (zero: lowest compared OMol25 entry of this formula, charge and spin) = 54.9 kJ/mol

No. 4
DFT (ωB97M-V with the def2-TZVPD basis set) results for a molecular structure, C15H14FNO4Tl.

CARTESIAN COORDINATES (ANGSTROEM)
C -1.85286 3.70517 -2.15823
C -1.25712 2.26081 -2.18043
C -0.41532 1.81190 -3.20368
C 0.11956 0.34899 -3.21458
O 0.33121 -0.27988 -4.19930
C 0.37640 -0.25375 -1.78603
C 1.45428 -1.19987 -1.65414
C 1.72821 -1.73100 -0.31755
C 2.89430 -2.73574 -0.18940
C 0.85630 -1.24882 0.90103
C 1.26546 -1.84924 2.30732
O 0.28104 -2.81474 2.67972
N 0.54506 -3.97664 1.91678
O 0.58484 -4.88940 2.62046
C -0.27770 -0.29273 0.74923
C -1.10755 0.14094 1.99727
C -0.71200 1.62929 2.35800
F -2.48821 -0.08999 1.87847
C -0.54048 0.23407 -0.60473
C -1.64163 1.27743 -1.01849
O -2.77799 1.38401 -0.57046
H -1.97724 4.06020 -3.22040
H -2.90454 3.60801 -1.76033
H -1.27434 4.41701 -1.51840
H -0.13720 2.52461 -4.01506
H 2.08023 -1.52095 -2.51838
H 3.73354 -2.28864 0.42113
H 2.51270 -3.62405 0.39386
H 3.27765 -3.05943 -1.19458
H 1.19095 -0.98268 3.02868
H 2.32284 -2.20600 2.34225
H -0.76229 -0.48916 2.86415
H 0.17485 1.55588 3.05462
H -0.32950 2.22204 1.47636
H -1.49845 2.18211 2.93380
Tl -3.77501 2.17029 1.40101

net charge = +3
multiplicity = 1
E_LUMO = -15.9 eV

No. 5
DFT (ωB97M-V with the def2-TZVPD basis set) results for a molecular structure, CHO4PS.

CARTESIAN COORDINATES (ANGSTROEM)
C 0.52658 0.28606 0.45899
O -1.85946 0.35379 -0.47539
O -0.40433 -1.48661 -1.28021
O -1.53594 -1.81723 0.93608
O 1.70976 2.29978 -0.65644
P -1.06822 -0.84955 -0.07888
S 0.50369 1.39135 -0.69738
H 2.12791 -0.17760 1.79323

net charge = -2
multiplicity = 1
E_LUMO (alpha / beta) = 6.2 / 6.3 eV
relative energy (zero: lowest compared OMol25 entry of this formula, charge and spin) = 621.7 kJ/mol

No. 6
DFT (ωB97M-V with the def2-TZVPD basis set) results for a molecular structure, C18H15BrF3.

CARTESIAN COORDINATES (ANGSTROEM)
Br 15.24508 -8.36387 19.86816
F 21.41703 -6.77533 18.47941
C 20.17062 -6.96843 18.99042
C 20.04915 -7.30672 20.37334
C 18.78232 -7.48102 20.82587
C 17.69681 -7.15292 20.02148
C 17.83688 -6.77176 18.67333
C 19.07880 -6.70009 18.15347
H 20.90296 -7.52855 20.99639
H 18.79146 -7.90048 21.82104
H 16.71862 -7.45915 20.36173
H 16.89999 -6.59862 18.16476
H 19.09625 -6.46768 17.09892
F 12.58007 -5.74902 23.59370
C 13.72632 -5.56534 22.98564
C 14.45066 -4.46771 23.32233
C 15.69349 -4.29230 22.72825
C 16.19732 -5.20190 21.77047
C 15.29853 -6.18081 21.33067
C 14.10099 -6.36641 21.97035
H 14.08367 -3.77011 24.06063
H 16.40378 -3.53675 23.02999
H 17.06623 -4.92886 21.19009
H 15.60468 -6.76393 20.47473
H 13.48223 -7.18435 21.63195
F 15.34873 -10.32036 21.59124
C 16.32447 -9.70280 22.29089
C 17.36116 -10.42152 22.84588
C 18.37172 -9.77206 23.54774
C 18.36038 -8.36776 23.48288
C 17.38260 -7.60392 22.86437
C 16.36763 -8.31298 22.19918
H 17.37467 -11.49949 22.91062
H 19.17754 -10.34055 23.98804
H 19.09735 -7.78532 24.01581
H 17.38819 -6.52920 22.75781
H 15.65380 -7.77190 21.59578

net charge = -1
multiplicity = 1
E_LUMO = 3.2 eV
relative energy (zero: lowest compared OMol25 entry of this formula, charge and spin) = 738.9 kJ/mol

No. 7
DFT (ωB97M-V with the def2-TZVPD basis set) results for a molecular structure, C17H23N2V.

CARTESIAN COORDINATES (ANGSTROEM)
C -0.30003 0.55799 -3.89067
C 0.28850 1.89524 -3.73422
C 0.54303 -0.57163 -4.29714
C -1.75550 0.39162 -3.77888
H 0.63772 -0.65681 -5.39468
H 0.13038 -1.52897 -3.94557
H 1.56565 -0.46627 -3.90482
H 0.30174 2.47028 -4.67735
H 1.32950 1.83769 -3.38651
H -0.28719 2.49199 -3.01189
H -2.27710 0.55380 -4.73924
H -2.17755 1.11755 -3.06893
H -2.02333 -0.61988 -3.44307
C 2.28325 -0.35507 1.93910
C 2.27286 -1.13618 0.73692
C 1.99853 -0.25093 -0.36825
H 2.52985 -2.19165 0.66886
C 1.83612 1.07584 0.15684
C 2.06055 1.01618 1.57029
H 2.09812 1.87582 2.23951
H 2.53227 -0.73347 2.93069
H 2.02247 -0.51666 -1.42454
H 1.63710 1.97277 -0.43267
C -1.93795 -1.22190 1.37799
C -0.91275 -2.15054 1.76953
C -0.16534 -2.49363 0.59523
H -0.78715 -2.60977 2.74986
C -0.69984 -1.73877 -0.51021
C -1.77860 -0.93046 -0.01489
H -2.39960 -0.26366 -0.61591
H -2.72934 -0.83096 2.01742
H 0.60089 -3.26443 0.53851
H -0.41599 -1.84236 -1.55691
V 0.21844 -0.35652 0.99024
N -1.13986 1.87593 4.25945
C -0.60292 0.78732 4.95954
C -0.11133 -0.06291 4.02156
N -0.34130 0.48979 2.75473
C -0.96102 1.65875 2.93786
H -1.58644 2.70166 4.64600
H -0.59923 0.68986 6.02707
H 0.38232 -1.01168 4.14184
H -1.27994 2.34503 2.16730

net charge = +1
expectation value of S² = 0.7616
multiplicity = 2
E_LUMO (alpha / beta) = -5.6 / -5.4 eV
relative energy (zero: lowest compared OMol25 entry of this formula, charge and spin) = 0.0 kJ/mol

No. 8
DFT (ωB97M-V with the def2-TZVPD basis set) results for 2 unconnected molecules or ions with the total composition C3H2N2O2.

CARTESIAN COORDINATES (ANGSTROEM)
C -2.04094 0.35406 -0.01559
C 1.77078 0.24970 -0.13740
C 1.71519 -1.20185 -0.24833
N -1.76022 0.01239 -1.11929
N 1.47650 -0.58298 0.91700
O -2.10338 0.62734 1.10468
O 1.90862 1.39502 -0.38797
H -2.21639 -0.08981 -1.99554
H 1.24983 -0.76388 1.88244

multiplicity = 1
E_LUMO = 0.2 eV
relative energy (zero: lowest compared OMol25 entry of this formula, charge and spin) = 339.1 kJ/mol

| no. | total energy (Eh) |
| --- | --- |
| 1 | -2972.63567 |
| 2 | -1180.84425 |
| 3 | -415.07471 |
| 4 | -1206.59378 |
| 5 | -1079.08573 |
| 6 | -3568.32843 |
| 7 | -1714.75255 |
| 8 | -375.38236 |